No. 1
One molecule with the formula C2H3NO3. Source: the OMol25 dataset; level of theory: the ωB97M-V functional and the def2-TZVPD basis.

Results
ΔE to the lowest compared entry with this formula, charge and spin in kcal/mol: 30.2
Multiplicity: 1
SMILES string: NC(=O)C(=O)O
HOMO energy in eV: -10.80
HOMO-LUMO gap in eV: 10.215

Element x y z (Å)
C (0.609, -0.320, 1.086)
C (-0.312, -0.553, -0.119)
N (-0.549, 0.543, -0.925)
O (1.116, 0.929, 1.116)
O (0.991, -1.288, 1.736)
O (-0.689, -1.700, -0.366)
H (0.735, 1.435, 0.365)
H (-1.559, 0.669, -1.001)
H (-0.343, 0.286, -1.890)

=====

No. 2
C4H7ClO2 as an isolated structure. Source: the OMol25 dataset; level of theory: the ωB97M-V functional and the def2-TZVPD basis.

Results
ΔE to the lowest compared entry with this formula, charge and spin in kcal/mol: 63.5
Multiplicity: 3
HOMO energy (alpha / beta) in eV: -5.31 / -9.56
HOMO-LUMO gap (alpha / beta) in eV: 5.970 / 7.070

Element x y z (Å)
C (-2.103, -0.072, -0.754)
C (-0.850, 0.246, -0.904)
C (1.247, -0.957, 0.534)
C (0.014, 0.546, 0.249)
O (2.000, -1.020, -0.678)
O (-0.659, 0.926, 1.345)
Cl (1.075, 1.900, -0.317)
H (-2.663, -0.045, -1.585)
H (-2.554, -0.063, 0.287)
H (-0.232, 0.138, -1.834)
H (0.596, -1.871, 0.838)
H (1.820, -0.540, 1.426)
H (2.429, -0.118, -0.664)
H (-0.122, 0.931, 2.055)

=====

No. 3
C5H7NO2 as an isolated structure. Source: the OMol25 dataset; level of theory: the ωB97M-V functional and the def2-TZVPD basis.

Results
ΔE to the lowest compared entry with this formula, charge and spin in kcal/mol: 165.8
Multiplicity: 1
HOMO energy in eV: -9.14
HOMO-LUMO gap in eV: 9.364

Element x y z (Å)
C (0.112, -0.939, -0.087)
C (0.801, -0.403, 1.163)
C (0.756, 1.049, 0.094)
C (1.013, -0.123, -0.998)
C (-0.793, 0.950, -0.065)
H (-3.389, -0.085, -0.485)
H (-0.037, -2.019, -0.004)
H (0.328, -0.384, 2.251)
H (1.954, -0.539, 1.271)
H (1.523, 2.039, -0.098)
H (0.991, 0.012, -2.031)
H (2.040, -0.445, -0.929)
N (-1.258, -0.277, -0.374)
O (-2.629, -0.859, 0.118)
O (-1.413, 2.023, 0.174)

=====

No. 4
A 6-piece molecular cluster, C12H36O12 overall. Source: the OMol25 dataset; level of theory: the ωB97M-V functional and the def2-TZVPD basis.

Results
ΔE to the lowest compared entry with this formula, charge and spin in kcal/mol: 193.4
Multiplicity: 1
SMILES string: OCCO.OCCO.OCCO.OCCO.OCCO.OCCO
HOMO energy in eV: -9.77
HOMO-LUMO gap in eV: 10.230

Element x y z (Å)
C (-3.090, 2.287, -1.186)
C (-3.619, 3.543, -0.461)
O (-4.057, 4.576, -1.352)
O (-2.807, 1.227, -0.281)
H (-2.178, 2.653, -1.961)
H (-3.990, 2.038, -1.728)
H (-2.931, 4.039, 0.306)
H (-4.731, 3.313, 0.036)
H (-4.983, 4.469, -1.370)
H (-3.133, 0.556, -0.885)
C (1.088, 4.747, 1.698)
C (-0.126, 4.765, 0.863)
O (-0.019, 3.899, -0.312)
O (1.041, 5.667, 2.820)
H (1.945, 4.776, 0.973)
H (1.291, 3.618, 2.146)
H (-0.304, 5.808, 0.700)
H (-1.006, 4.654, 1.436)
H (0.721, 3.279, -0.125)
H (1.745, 5.544, 3.320)
C (5.418, 0.350, -1.662)
C (4.946, -1.062, -1.960)
O (4.865, -1.889, -0.821)
O (5.181, 1.266, -2.723)
H (6.449, 0.390, -1.309)
H (4.809, 0.625, -0.898)
H (5.830, -1.551, -2.673)
H (4.079, -0.820, -2.536)
H (5.499, -1.500, -0.033)
H (5.671, 0.994, -3.595)
C (-2.663, -2.208, 2.894)
C (-1.386, -2.545, 3.658)
O (-1.113, -1.452, 4.539)
O (-2.982, -2.966, 1.661)
H (-2.722, -1.093, 2.390)
H (-3.530, -2.357, 3.718)
H (-0.634, -2.575, 3.055)
H (-1.404, -3.484, 4.110)
H (-1.717, -1.587, 5.114)
H (-3.141, -3.910, 1.698)
C (1.590, -0.276, -0.250)
C (0.118, -0.269, 0.060)
O (-0.182, 1.054, 0.668)
O (2.008, -1.655, -0.416)
H (2.091, 0.370, 0.320)
H (1.823, 0.272, -1.197)
H (-0.199, -1.118, 0.851)
H (-0.496, -0.358, -0.734)
H (-1.032, 1.341, 0.397)
H (2.857, -1.438, -0.640)
C (-1.682, -5.004, -2.388)
C (-0.785, -4.203, -1.374)
O (-0.369, -2.956, -2.067)
O (-2.180, -6.177, -1.685)
H (-1.214, -5.272, -3.233)
H (-2.691, -4.441, -2.529)
H (0.170, -4.625, -1.151)
H (-1.105, -3.910, -0.430)
H (0.533, -2.658, -1.742)
H (-1.567, -6.761, -1.724)

=====

No. 5
An isolated ion of composition C9H12NOS and charge +1. Source: the OMol25 dataset; level of theory: the ωB97M-V functional and the def2-TZVPD basis.

Results
ΔE to the lowest compared entry with this formula, charge and spin in kcal/mol: 22.6
Multiplicity: 1
SMILES string: O/C(=[NH+]\CCS)c1ccccc1
HOMO energy in eV: -13.16
Charge: +1
HOMO-LUMO gap in eV: 8.740

Element x y z (Å)
C (1.468, -3.348, -0.873)
C (0.148, -2.913, -0.890)
C (2.466, -2.492, -0.450)
C (-0.191, -1.583, -0.583)
C (2.195, -1.171, -0.298)
C (0.868, -0.696, -0.264)
C (-0.994, 2.438, 0.807)
C (-2.460, 2.516, 1.093)
C (0.568, 0.672, 0.120)
N (-0.654, 1.136, 0.383)
O (1.609, 1.465, 0.290)
S (-3.438, 1.666, -0.227)
H (1.663, -4.460, -1.135)
H (-0.745, -3.534, -1.088)
H (3.573, -2.794, -0.289)
H (-1.227, -1.484, -0.589)
H (2.893, -0.496, -0.032)
H (-0.736, 3.006, -0.003)
H (-0.213, 2.609, 1.685)
H (-2.738, 1.920, 2.074)
H (-2.636, 3.530, 1.241)
H (-1.361, 0.638, -0.104)
H (-2.581, 2.171, -1.198)
H (2.522, 1.203, 0.332)

=====

No. 6
C25H56F3N8O11STl as an isolated structure. Source: the OMol25 dataset; level of theory: the ωB97M-V functional and the def2-TZVPD basis.

Results
ΔE to the lowest compared entry with this formula, charge and spin in kcal/mol: 162.2
Multiplicity: 1
HOMO energy in eV: -12.27
Charge: +2
HOMO-LUMO gap in eV: 1.161

Element x y z (Å)
Tl (-2.569, -7.368, 1.001)
C (0.970, 0.520, 3.316)
F (-0.010, 0.825, 4.120)
F (1.680, 1.607, 2.964)
F (1.741, -0.439, 3.886)
S (0.171, -0.224, 1.664)
O (-1.074, 0.448, 1.461)
O (1.201, 0.076, 0.684)
O (-0.027, -1.655, 1.981)
C (6.932, -7.444, 1.295)
C (5.761, -6.705, 0.572)
O (4.520, -7.082, 0.759)
N (6.105, -5.718, -0.269)
C (7.353, -5.410, -0.894)
H (6.418, -8.276, 1.778)
H (7.206, -6.800, 2.131)
H (7.764, -7.740, 0.656)
H (5.329, -5.267, -0.731)
H (7.387, -5.420, -1.984)
H (8.027, -6.248, -0.718)
H (7.794, -4.554, -0.384)
C (1.750, -4.872, -6.990)
C (1.624, -4.000, -5.738)
O (1.162, -4.520, -4.746)
N (1.926, -2.677, -5.821)
C (2.386, -1.957, -6.984)
H (1.398, -5.878, -6.760)
H (2.750, -4.775, -7.410)
H (1.180, -4.506, -7.844)
H (1.804, -2.058, -5.033)
H (2.600, -2.610, -7.830)
H (3.211, -1.274, -6.785)
H (1.561, -1.331, -7.325)
C (5.248, 7.479, -6.896)
C (4.252, 6.364, -6.695)
O (4.224, 5.425, -7.495)
N (3.506, 6.439, -5.570)
C (2.664, 5.311, -5.206)
H (4.781, 8.106, -7.656)
H (6.204, 7.076, -7.229)
H (5.547, 7.893, -5.933)
H (3.824, 7.117, -4.892)
H (3.332, 4.471, -5.013)
H (1.848, 4.962, -5.838)
H (2.108, 5.521, -4.292)
C (-6.395, -1.323, 5.467)
C (-6.794, -1.618, 4.010)
O (-6.351, -2.624, 3.488)
N (-7.467, -0.631, 3.478)
C (-8.182, -0.790, 2.250)
H (-7.193, -1.418, 6.203)
H (-5.858, -0.385, 5.604)
H (-5.749, -2.137, 5.797)
H (-7.369, 0.302, 3.853)
H (-8.501, -1.810, 2.035)
H (-7.581, -0.470, 1.399)
H (-9.073, -0.163, 2.236)
C (-5.158, -2.381, -6.183)
C (-4.800, -1.929, -4.763)
O (-4.722, -2.692, -3.767)
N (-4.687, -0.652, -4.467)
C (-4.562, 0.536, -5.398)
H (-5.169, -1.572, -6.914)
H (-6.173, -2.776, -6.144)
H (-4.534, -3.119, -6.687)
H (-4.686, -0.429, -3.482)
H (-3.590, 0.288, -5.826)
H (-4.521, 1.403, -4.738)
H (-5.385, 0.571, -6.112)
C (-8.470, 6.618, 3.100)
C (-7.129, 6.018, 3.490)
O (-6.844, 5.599, 4.633)
N (-6.171, 5.766, 2.573)
C (-6.316, 5.985, 1.079)
H (-9.158, 6.362, 3.906)
H (-8.849, 6.336, 2.118)
H (-8.331, 7.696, 3.182)
H (-5.309, 5.343, 2.888)
H (-5.321, 6.146, 0.664)
H (-6.900, 6.832, 0.718)
H (-6.695, 5.068, 0.627)
C (3.149, -6.315, 8.636)
C (1.790, -7.015, 8.348)
O (1.181, -6.892, 7.318)
N (1.313, -7.777, 9.319)
C (1.839, -7.806, 10.684)
H (3.869, -7.120, 8.784)
H (3.223, -5.736, 9.556)
H (3.314, -5.581, 7.846)
H (0.459, -8.275, 9.112)
H (1.995, -6.821, 11.125)
H (2.733, -8.427, 10.743)
H (1.077, -8.229, 11.339)
C (2.630, 8.014, 1.106)
C (3.906, 7.726, 0.326)
O (4.249, 8.460, -0.572)
N (4.491, 6.556, 0.493)
C (5.733, 6.208, -0.099)
H (2.422, 9.083, 1.142)
H (2.919, 7.708, 2.111)
H (1.819, 7.373, 0.759)
H (4.128, 5.793, 1.047)
H (6.372, 7.058, -0.334)
H (5.558, 5.663, -1.026)
H (6.254, 5.570, 0.615)

=====

No. 7
C19H57O25P6Pb as an isolated structure. Source: the OMol25 dataset; level of theory: the ωB97M-V functional and the def2-TZVPD basis.

Results
ΔE to the lowest compared entry with this formula, charge and spin in kcal/mol: 15.3
Multiplicity: 1
HOMO energy in eV: -11.86
Charge: +1
HOMO-LUMO gap in eV: 7.980

Element x y z (Å)
Pb (2.664, 2.758, -2.291)
C (0.008, 0.577, -1.720)
O (0.528, 1.870, -1.682)
H (-0.987, 0.426, -2.161)
H (0.630, -0.121, -2.305)
H (-0.068, 0.113, -0.723)
C (-0.211, -1.633, -5.281)
O (-0.122, -2.149, -6.581)
P (0.382, -3.616, -6.926)
O (0.464, -3.892, -8.353)
O (1.810, -3.640, -6.187)
C (3.017, -3.415, -6.892)
O (-0.541, -4.623, -6.114)
C (0.101, -5.696, -5.422)
H (-0.299, -2.419, -4.532)
H (-0.907, -0.807, -5.123)
H (0.664, -1.029, -4.992)
H (3.234, -2.341, -6.831)
H (2.991, -3.546, -7.974)
H (3.797, -3.994, -6.408)
H (-0.496, -6.093, -4.596)
H (1.037, -5.418, -4.947)
H (0.195, -6.595, -6.033)
C (-2.092, -5.058, 2.945)
O (-2.213, -5.564, 1.591)
P (-1.434, -4.797, 0.450)
O (0.004, -4.594, 0.626)
O (-1.737, -5.704, -0.812)
C (-3.021, -6.112, -1.247)
O (-2.314, -3.504, 0.115)
C (-1.712, -2.335, -0.391)
H (-2.944, -4.401, 3.108)
H (-1.167, -4.495, 3.006)
H (-2.106, -5.936, 3.583)
H (-3.116, -5.995, -2.325)
H (-3.855, -5.500, -0.885)
H (-3.220, -7.123, -0.898)
H (-1.669, -1.536, 0.359)
H (-2.344, -1.841, -1.131)
H (-0.697, -2.439, -0.776)
C (0.774, -0.765, 2.426)
O (-0.085, -0.314, 3.466)
P (0.068, -1.232, 4.766)
O (1.302, -0.921, 5.492)
O (-1.284, -0.972, 5.537)
C (-1.362, -0.849, 6.953)
O (-0.087, -2.667, 4.127)
C (0.579, -3.783, 4.738)
H (0.242, -1.149, 1.556)
H (1.683, -1.354, 2.546)
H (1.245, 0.180, 2.120)
H (-2.142, -1.474, 7.392)
H (-1.564, 0.174, 7.259)
H (-0.471, -1.238, 7.447)
H (0.905, -4.430, 3.928)
H (0.014, -4.361, 5.472)
H (1.447, -3.505, 5.339)
C (0.378, 5.902, 0.679)
O (0.476, 6.741, -0.489)
P (0.757, 6.119, -1.918)
O (1.599, 4.907, -1.913)
O (1.283, 7.359, -2.707)
C (0.610, 8.635, -2.635)
O (-0.704, 5.947, -2.500)
C (-1.469, 4.844, -2.028)
H (1.162, 6.149, 1.390)
H (0.279, 4.838, 0.477)
H (-0.556, 6.218, 1.148)
H (-0.448, 8.450, -2.481)
H (0.848, 9.187, -3.540)
H (1.088, 9.217, -1.848)
H (-0.956, 4.086, -1.434)
H (-2.095, 4.381, -2.786)
H (-2.230, 5.174, -1.309)
C (-1.113, 2.095, 1.558)
O (-1.753, 3.326, 2.000)
P (-3.312, 3.546, 1.842)
O (-3.871, 3.396, 0.491)
O (-3.513, 4.989, 2.450)
C (-4.813, 5.602, 2.262)
O (-3.988, 2.616, 2.932)
C (-4.041, 1.194, 2.813)
H (-0.445, 2.429, 0.764)
H (-1.860, 1.433, 1.130)
H (-0.549, 1.715, 2.402)
H (-5.191, 5.740, 3.277)
H (-5.523, 4.965, 1.745)
H (-4.606, 6.600, 1.889)
H (-5.015, 0.823, 3.112)
H (-3.186, 0.751, 3.327)
H (-3.851, 0.890, 1.779)
C (4.159, 0.164, 3.261)
O (4.149, 1.034, 2.108)
P (3.920, 0.514, 0.641)
O (3.185, 1.468, -0.216)
O (5.379, 0.180, 0.091)
C (6.280, 1.249, -0.242)
O (3.356, -0.930, 0.839)
C (2.846, -1.723, -0.260)
H (3.245, 0.194, 3.859)
H (4.915, 0.474, 3.979)
H (4.320, -0.857, 2.928)
H (7.121, 1.342, 0.432)
H (5.655, 2.143, -0.350)
H (6.571, 1.137, -1.289)
H (3.442, -1.619, -1.161)
H (1.811, -1.426, -0.438)
H (2.736, -2.732, 0.131)

=====

No. 8
C6H20N3OSn as an isolated structure. Source: the OMol25 dataset; level of theory: the ωB97M-V functional and the def2-TZVPD basis.

Results
Multiplicity: 1
HOMO energy in eV: -10.70
Charge: +1
HOMO-LUMO gap in eV: 7.346

Element x y z (Å)
C (-2.748, -1.702, -4.901)
Sn (-0.692, -0.482, -0.644)
N (0.636, 0.224, -2.831)
H (-0.986, -2.177, 0.092)
H (-3.597, -0.987, -4.675)
H (-3.384, -2.606, -5.030)
H (-1.980, -1.782, -4.083)
H (-2.315, -1.243, -5.796)
H (1.655, 0.042, -2.767)
H (0.655, 1.245, -2.996)
H (0.274, -0.178, -3.732)
C (-1.795, 1.191, 1.236)
N (-0.539, 0.643, 1.798)
C (-0.785, -0.371, 2.856)
C (0.691, 0.700, 1.155)
O (0.802, 0.902, -0.152)
N (1.848, 0.389, 1.722)
C (2.127, 0.874, 3.053)
C (2.975, 0.104, 0.861)
H (-2.448, 1.495, 2.079)
H (-2.412, 0.414, 0.742)
H (-1.621, 2.061, 0.586)
H (0.140, -0.733, 3.330)
H (-1.412, 0.111, 3.620)
H (-1.346, -1.244, 2.473)
H (2.440, 0.075, 3.730)
H (2.863, 1.686, 3.021)
H (1.204, 1.290, 3.420)
H (2.703, -0.731, 0.195)
H (3.191, 0.932, 0.166)
H (3.858, -0.144, 1.474)

=====

It is found that the largest force on an atom values, taken in the order of the records, are 4.5; 12.0; 8.5; 9.3; 4.3; 5.0; 3.3; 4.4 eV/Å.